ORCA calculation (wB97M-V/def2-TZVPD) on a molecular structure, C25H29GeN3O3RuS in a non-equilibrium geometry.

Last column: Löwdin charge in e.
Atoms and positions in Å:
Ru1 0.82636 -1.10908 0.90439  1.1459
N1 -0.73367 -1.82565 2.11715  -0.2091
C1 -0.46840 -2.24995 3.46191  -0.2632
C2 0.84003 -3.01995 3.46981  -0.1139
C3 2.00444 -2.03710 3.32241  -0.6303
O1 2.58589 -1.74901 4.41164  0.0418
O2 2.28065 -1.66861 2.14377  -0.1788
H1 -1.62848 -1.02799 1.92412  0.1706
H2 -1.23821 -2.57946 1.44347  0.1245
H3 -1.28664 -2.88388 3.81778  0.1262
H4 -0.41078 -1.37784 4.12193  0.1330
H5 0.87984 -3.77394 2.67426  0.1208
H6 0.94166 -3.55835 4.41981  0.1313
O3 2.06143 -0.49628 -0.14356  -0.4398
C4 -0.01545 4.22698 -1.65360  -0.0588
C5 -0.01827 3.31494 -2.71361  -0.0562
C6 -0.32250 1.96952 -2.48051  -0.0756
C7 -0.62655 1.53363 -1.18371  -0.3310
C8 -0.62058 2.45027 -0.12375  -0.2403
C9 -0.31631 3.79438 -0.35889  -0.0712
Ge1 -1.04172 -0.31507 -0.83295  1.0147
C10 -2.79711 -0.52587 -0.07095  -0.3387
C11 -3.22755 -1.80129 0.31710  -0.1489
C12 -4.49781 -1.97359 0.87586  -0.0538
C13 -5.34163 -0.87228 1.04807  -0.0505
C14 -4.91601 0.40181 0.65967  -0.0505
C15 -3.64569 0.57636 0.10049  -0.0790
C16 -0.93556 -1.41234 -2.40728  -0.3312
C17 -0.00412 -2.45618 -2.46426  -0.1221
C18 0.07276 -3.26455 -3.60273  -0.0647
C19 -0.78090 -3.03108 -4.68547  -0.0628
C20 -1.71256 -1.98937 -4.62983  -0.0629
C21 -1.79152 -1.18046 -3.49135  -0.1028
H7 0.22069 5.26748 -1.83490  0.1111
H8 0.21650 3.65059 -3.71539  0.1102
H9 -0.31834 1.27427 -3.30868  0.0996
H10 -0.85110 2.12318 0.88243  0.0042
H11 -0.31300 4.49972 0.46218  0.1170
H12 -2.57974 -2.65940 0.18814  0.0925
H13 -4.82744 -2.95985 1.17601  0.1117
H14 -6.32435 -1.00611 1.48086  0.1127
H15 -5.57007 1.25378 0.79239  0.1120
H16 -3.33015 1.56699 -0.19636  0.0991
H17 0.65820 -2.64395 -1.62872  0.0643
H18 0.79251 -4.07184 -3.64494  0.1080
H19 -0.72089 -3.65770 -5.56601  0.1088
H20 -2.37362 -1.81013 -5.46772  0.1085
H21 -2.51630 -0.37722 -3.45296  0.1068
S1 0.70206 1.08424 2.04045  0.7958
C22 2.18541 1.53363 1.44901  -0.7495
N2 3.32498 1.29727 2.14734  0.0514
C23 4.65270 1.52661 1.62191  -0.1559
C24 4.66105 2.69228 0.65025  -0.1456
C25 3.57406 2.44925 -0.38014  -0.1603
N3 2.30632 2.17478 0.25901  0.0350
H22 3.21606 0.76703 3.00436  0.1315
H23 4.97499 0.60251 1.12954  0.1356
H24 5.32147 1.71583 2.46703  0.1344
H25 5.63953 2.79471 0.17029  0.1280
H26 4.45408 3.62406 1.19114  0.1276
H27 3.81630 1.58709 -1.01111  0.1282
H28 3.44380 3.32205 -1.02689  0.1298
H29 1.44926 2.29011 -0.26969  0.0749

Atomic forces in eV per Å
0.6859 0.0231 0.6177
-5.6601 1.3672 -4.3697
-0.4529 -0.8788 1.0286
0.1824 -0.2406 0.3716
0.2647 -1.5438 5.5341
-0.9253 0.1817 -3.6756
1.1116 0.9521 -1.4797
3.1326 -2.6525 1.5151
1.7072 1.4563 2.5840
0.0737 0.1116 0.0919
0.0679 -0.0784 -0.1839
-0.2018 0.1418 -0.0544
0.0563 0.3050 -0.2112
0.4111 -0.1202 -1.1889
-0.0211 -0.4818 -0.0014
-0.1024 -0.0772 0.4204
0.1598 0.3584 0.2656
0.0880 0.4172 0.1240
-0.8709 0.8405 -0.8225
-0.2397 -0.2395 -0.2811
-0.4696 0.6485 -1.1855
-0.0799 0.0362 0.4912
-0.8799 0.3301 0.2086
0.2472 0.2183 -0.1630
0.4787 0.1415 -0.2135
0.2564 -0.3860 -0.1368
-0.3980 -0.2998 0.3904
0.5548 -0.6596 -0.2276
-0.3583 -0.0911 -0.7016
-0.3080 0.2847 -0.0060
0.0163 0.2977 0.4812
0.3062 -0.0544 0.4038
0.2064 -0.3672 -0.1178
0.0061 -0.0140 -0.0026
-0.0136 -0.0256 0.0095
0.0282 -0.0767 -0.0252
-0.2672 0.3888 -0.5429
-0.0129 -0.0042 0.0093
-0.1110 -0.1530 -0.2453
-0.0092 0.0070 -0.0224
0.0281 -0.0041 0.0010
0.0150 -0.0117 -0.0276
0.0681 0.0427 -0.0100
0.1164 -0.0018 -0.0042
-0.0120 0.0152 -0.0009
-0.0051 0.0230 0.0242
0.0022 0.0216 0.0253
-0.0768 0.0236 -0.0278
-1.1884 -1.0689 1.8938
3.7738 1.5460 -1.5087
-1.9735 0.1992 -0.2565
0.6846 -0.2021 0.0647
-0.2516 0.0870 0.1662
0.2493 0.0605 -0.5606
-0.4841 -0.5060 1.6482
0.0290 -0.0332 -0.1287
0.1437 0.1299 -0.0058
-0.1155 -0.0697 -0.1337
-0.2173 -0.1113 0.0787
0.0457 -0.1368 -0.0871
0.1423 0.1104 -0.0236
-0.0112 -0.1338 0.0755
0.3774 -0.0426 0.1091

Results
- DFT total energy (Eh) = -3929.68141
- orbital gap (spin up / spin down) (eV) = 8.39 / 5.42
- 2S+1 = 6
- charge = +1
- molecular weight (g mol⁻¹) = 625.272



ORCA calculation (wB97M-V/def2-TZVPD) on a molecular structure, C25H29IrN2O3P2S4 in a non-equilibrium geometry.

Last column: Löwdin charge in e.
Atoms and positions in Å:
Ir1 1.37093 -0.00977 0.25032  0.5049
C1 6.58763 2.82903 1.52032  -0.0792
C2 5.86873 2.97263 0.18812  -0.3367
O1 4.47263 3.10073 0.39722  -0.3749
P1 3.42583 1.96383 -0.12508  -0.1836
S1 4.15123 0.13033 0.16922  0.2962
S2 1.68873 2.62513 0.57362  0.2644
O2 3.51003 2.12603 -1.74828  -0.3742
C3 3.18103 3.36583 -2.35388  -0.3264
C4 4.12453 3.59473 -3.52338  -0.0745
H1 7.66163 2.79103 1.35592  0.0705
H2 6.26553 1.91253 2.00802  0.0662
H3 6.34913 3.67143 2.16492  0.0741
H4 6.07113 2.10023 -0.44408  0.0860
H5 6.20163 3.87783 -0.33488  0.1154
H6 3.27253 4.17393 -1.61748  0.1011
H7 2.14003 3.32303 -2.69268  0.1153
H8 5.15423 3.62023 -3.17228  0.0689
H9 3.88813 4.53723 -4.01068  0.0707
H10 4.02453 2.78293 -4.23938  0.0746
C5 0.30813 -0.71807 4.75862  0.0112
C6 0.22373 -0.68857 3.25242  -0.5872
N1 -0.71447 -1.43317 2.67312  0.1575
O3 1.03623 -0.03187 2.60232  -0.1191
H11 -0.46597 -1.34087 5.19582  0.0735
H12 0.21563 0.29983 5.13012  0.0874
H13 1.29093 -1.08867 5.04262  0.0854
H14 -1.50167 -1.80977 3.17692  0.0610
H15 -0.80237 -1.35297 1.66162  0.0340
S3 -3.70507 -0.25967 2.41382  0.1840
P2 -2.97417 -0.05017 0.56002  0.4582
S4 -0.66707 0.15633 -0.94588  0.1596
C7 -3.80547 1.43583 -0.13788  -0.4179
C8 -3.09017 2.46013 -0.73868  -0.1229
C9 -3.75397 3.57643 -1.21758  -0.0900
C10 -5.12907 3.67663 -1.09198  -0.1034
C11 -5.84547 2.65353 -0.49188  -0.0944
C12 -5.18797 1.53413 -0.01948  -0.1163
C13 -3.78717 -1.30917 -0.48958  -0.4195
C14 -3.56237 -1.27817 -1.86208  -0.1276
C15 -4.13777 -2.23247 -2.67698  -0.0878
C16 -4.94687 -3.21817 -2.13238  -0.1008
C17 -5.18277 -3.24377 -0.76848  -0.0959
C18 -4.59967 -2.29657 0.05322  -0.1255
H16 -2.01787 2.36943 -0.83238  0.0274
H17 -3.19297 4.37193 -1.68758  0.0987
H18 -5.64257 4.55623 -1.45528  0.0940
H19 -6.91987 2.72963 -0.39268  0.0969
H20 -5.74207 0.73513 0.45682  0.0915
H21 -2.92187 -0.51177 -2.27078  0.0527
H22 -3.95457 -2.20977 -3.74258  0.0991
H23 -5.38507 -3.97157 -2.77068  0.0944
H24 -5.82347 -4.00277 -0.34048  0.0970
H25 -4.78057 -2.30887 1.11932  0.0482
N2 1.27263 -7.60247 0.45272  0.1273
C19 1.36293 -6.45767 0.38682  -0.2209
C20 1.45123 -5.05537 0.32392  -0.2695
C21 1.93223 -4.33067 1.41692  -0.0496
C22 1.97553 -2.95217 1.36232  -0.1417
C23 1.55323 -2.23387 0.23632  -0.2883
C24 1.09493 -2.99077 -0.85088  -0.1445
C25 1.04183 -4.37027 -0.82108  -0.0482
H26 2.27083 -4.86087 2.29792  0.1093
H27 2.35733 -2.41877 2.22182  0.0870
H28 0.76063 -2.48607 -1.74898  0.0673
H29 0.68243 -4.92827 -1.67468  0.1097

Atomic forces in eV per Å
0.5020 -1.6164 -0.3739
-0.2801 -0.0011 -0.2817
0.4107 -0.1362 -0.0617
-0.4565 -0.1626 0.0127
0.3849 0.7791 -0.5092
-1.5690 0.1555 0.4164
0.0219 -1.1816 -0.2662
0.1555 -0.3642 0.5770
-0.0966 0.4160 -0.0936
-0.1924 -0.1545 0.3095
0.1539 -0.0024 0.0298
0.0017 -0.0757 0.0681
0.0174 0.0782 0.0749
0.0677 0.1423 -0.0101
-0.0313 -0.1476 0.0004
-0.0710 -0.0513 -0.1395
0.0858 0.0401 0.0907
0.0868 0.0320 -0.0045
-0.0055 0.1036 -0.0983
0.0214 -0.0414 -0.1146
-0.0596 0.1225 -0.1828
-0.0987 -0.3066 0.0626
-0.0365 -0.2060 -0.3257
0.4581 0.3074 -0.2948
-0.0425 -0.0470 0.0834
-0.0140 0.0480 0.0208
0.0253 -0.0384 -0.0043
0.0889 0.1736 -0.0331
0.1164 -0.0610 0.2188
0.7420 0.0564 -0.2204
0.0001 0.4188 -1.2266
0.0043 -0.6001 2.5672
0.3670 -0.0007 0.1543
0.0446 -0.0971 0.0704
-0.1085 0.1844 -0.0897
0.0742 0.1568 -0.0695
-0.1301 -0.0689 -0.0099
-0.0572 -0.0516 0.0524
0.2512 -0.2433 0.1235
-0.0302 -0.0178 0.1141
-0.0408 0.0248 -0.1805
-0.0392 -0.0968 0.0015
-0.0980 -0.1243 -0.1200
0.0786 0.1561 0.0825
0.0733 0.0315 0.0145
0.0401 0.0657 -0.0182
-0.0401 0.0500 -0.0392
-0.0584 -0.0051 0.0040
0.0025 -0.0058 0.0265
0.0460 0.0288 -0.1231
0.0135 -0.0057 -0.0567
-0.0601 -0.0536 -0.0714
-0.0127 -0.0656 0.0106
0.0506 0.0209 0.0382
0.0247 -0.2025 -0.0122
-0.0816 -0.8919 0.0667
0.0779 1.0273 -0.0138
0.0153 -0.1623 -0.1619
0.1555 0.3978 -0.0645
-1.0102 1.9320 -0.1771
0.0844 0.2970 -0.1058
0.1168 -0.1091 0.1175
-0.0275 -0.0006 0.0369
0.0026 0.1218 0.1000
-0.0617 0.0547 0.0486
-0.0534 -0.0262 -0.0404

Results
- DFT total energy (Eh) = -3685.24377
- orbital gap (spin up / spin down) (eV) = 6.21 / 5.93
- 2S+1 = 2
- charge = -1
- molecular weight (g mol⁻¹) = 787.951